DFT (ωB97M-V/def2-TZVPD) results for a 15-piece molecular cluster, C60H165N15O15 overall at a distorted geometry.

Last column: Mulliken charge in e.
Element x y z (Å)
C (-18.009, 18.289, -29.719)  -1.200
C (-19.237, 17.730, -28.905)  0.345
C (-18.813, 16.869, -27.648)  -0.210
O (-18.077, 15.682, -27.951)  -0.333
C (-17.955, 14.820, -26.783)  -0.355
N (-20.107, 18.787, -28.497)  -0.746
H (-17.450, 18.940, -29.046)  0.203
H (-18.247, 18.922, -30.573)  0.410
H (-17.268, 17.551, -30.025)  0.265
H (-19.785, 17.031, -29.536)  0.296
H (-19.743, 16.574, -27.162)  0.399
H (-18.321, 17.508, -26.915)  -0.084
H (-18.913, 14.376, -26.511)  0.459
H (-17.654, 15.440, -25.940)  0.157
H (-17.175, 14.059, -26.805)  -0.130
H (-20.353, 19.363, -29.289)  0.292
H (-19.586, 19.458, -27.951)  0.260
C (-6.720, 10.856, -23.197)  -0.466
C (-6.737, 9.516, -23.875)  0.018
C (-7.784, 8.517, -23.297)  0.748
O (-7.547, 8.412, -21.927)  -0.491
C (-8.046, 7.160, -21.328)  -1.007
N (-7.048, 9.749, -25.267)  -0.589
H (-6.574, 10.668, -22.133)  0.083
H (-7.695, 11.329, -23.314)  -0.278
H (-5.876, 11.537, -23.307)  0.440
H (-5.809, 8.945, -23.835)  0.408
H (-7.809, 7.600, -23.887)  0.421
H (-8.772, 8.892, -23.566)  -0.791
H (-7.624, 6.237, -21.726)  0.423
H (-9.128, 7.297, -21.344)  0.278
H (-7.738, 7.061, -20.287)  0.318
H (-7.938, 10.169, -25.490)  -0.055
H (-6.427, 10.418, -25.700)  0.348
C (-17.558, 7.447, -28.707)  -1.646
C (-16.621, 8.556, -29.133)  0.566
C (-15.132, 8.119, -28.981)  -0.454
O (-14.844, 7.903, -27.580)  -0.330
C (-13.490, 7.586, -27.352)  0.065
N (-16.892, 8.674, -30.582)  -0.799
H (-18.579, 7.829, -28.713)  0.479
H (-17.331, 7.097, -27.700)  0.287
H (-17.659, 6.614, -29.401)  0.401
H (-16.828, 9.419, -28.500)  0.135
H (-14.467, 8.904, -29.341)  0.158
H (-14.940, 7.192, -29.520)  0.525
H (-13.056, 6.718, -27.849)  0.499
H (-13.301, 7.471, -26.285)  -0.188
H (-12.934, 8.451, -27.714)  -0.282
H (-17.872, 8.893, -30.690)  0.309
H (-17.020, 7.743, -30.953)  0.317
C (-7.575, 18.509, -25.167)  -1.267
C (-8.299, 19.657, -24.435)  0.308
C (-9.820, 19.549, -24.553)  0.212
O (-10.534, 20.523, -23.838)  -0.435
C (-11.946, 20.311, -23.715)  -0.343
N (-7.852, 19.678, -23.047)  -0.764
H (-7.797, 18.701, -26.217)  0.425
H (-7.897, 17.501, -24.907)  0.046
H (-6.494, 18.644, -25.152)  0.391
H (-7.967, 20.552, -24.962)  0.353
H (-10.183, 18.547, -24.323)  -0.319
H (-10.127, 19.595, -25.598)  0.395
H (-12.373, 21.198, -23.247)  0.345
H (-12.121, 19.453, -23.065)  0.024
H (-12.487, 20.189, -24.653)  0.183
H (-8.265, 18.841, -22.662)  0.088
H (-8.325, 20.435, -22.574)  0.374
C (-10.828, 17.075, -28.279)  -0.362
C (-10.601, 16.227, -29.562)  1.123
C (-11.003, 16.919, -30.959)  -0.938
O (-12.208, 17.618, -30.868)  -0.401
C (-13.413, 16.915, -30.503)  -0.259
N (-9.248, 15.693, -29.562)  -0.623
H (-10.215, 17.976, -28.229)  0.354
H (-10.493, 16.442, -27.457)  -0.051
H (-11.872, 17.339, -28.109)  -0.062
H (-11.201, 15.327, -29.429)  -0.402
H (-10.908, 16.151, -31.726)  0.375
H (-10.286, 17.692, -31.232)  0.372
H (-14.315, 17.453, -30.793)  0.235
H (-13.458, 16.759, -29.425)  -0.154
H (-13.515, 15.983, -31.059)  0.378
H (-9.024, 15.202, -28.708)  0.065
H (-8.564, 16.434, -29.618)  0.304
C (-14.436, 16.681, -25.953)  0.635
C (-15.137, 18.029, -26.297)  1.500
C (-15.503, 18.731, -24.969)  -0.931
O (-16.270, 17.828, -24.181)  0.088
C (-16.936, 18.358, -23.056)  -1.039
N (-14.176, 18.856, -27.004)  -0.399
H (-15.080, 16.089, -25.302)  -0.351
H (-13.479, 16.926, -25.491)  0.125
H (-14.260, 16.062, -26.833)  -0.670
H (-16.046, 17.952, -26.894)  -0.742
H (-16.127, 19.594, -25.199)  0.513
H (-14.572, 18.960, -24.449)  -0.009
H (-17.679, 17.656, -22.678)  0.297
H (-17.377, 19.328, -23.287)  0.380
H (-16.279, 18.483, -22.196)  0.281
H (-14.150, 19.865, -26.971)  0.221
H (-14.047, 18.564, -27.962)  0.042
C (-10.801, 6.362, -18.490)  -1.360
C (-11.687, 7.498, -18.831)  1.715
C (-13.081, 7.371, -18.291)  -1.617
O (-13.886, 8.404, -18.781)  0.093
C (-15.186, 8.411, -18.200)  -0.838
N (-11.051, 8.722, -18.295)  -0.735
H (-10.759, 6.236, -17.408)  0.340
H (-9.810, 6.443, -18.938)  0.193
H (-11.211, 5.449, -18.922)  0.383
H (-11.853, 7.698, -19.890)  -0.295
H (-13.096, 7.382, -17.202)  0.572
H (-13.588, 6.489, -18.681)  0.342
H (-15.558, 9.430, -18.298)  0.157
H (-15.146, 8.166, -17.139)  0.361
H (-15.764, 7.764, -18.860)  0.304
H (-11.713, 9.460, -18.103)  0.250
H (-10.400, 9.205, -18.898)  0.230
C (-13.650, 12.904, -19.681)  -1.526
C (-14.427, 12.152, -20.772)  -0.058
C (-14.671, 12.992, -22.155)  1.078
O (-15.726, 13.895, -21.925)  -0.607
C (-15.925, 14.680, -23.057)  -0.098
N (-13.645, 10.938, -21.124)  0.109
H (-14.101, 13.874, -19.471)  0.372
H (-12.587, 12.999, -19.904)  -0.034
H (-13.744, 12.253, -18.812)  0.501
H (-15.441, 11.904, -20.457)  0.450
H (-15.025, 12.282, -22.902)  -0.419
H (-13.783, 13.446, -22.594)  -0.167
H (-14.995, 15.156, -23.368)  -0.088
H (-16.580, 15.533, -22.880)  0.119
H (-16.512, 14.108, -23.776)  0.290
H (-13.584, 10.334, -20.317)  -0.082
H (-14.041, 10.409, -21.888)  -0.598
C (-9.286, 12.246, -18.997)  -1.557
C (-8.533, 11.275, -19.922)  2.165
C (-7.137, 10.891, -19.310)  -1.214
O (-6.165, 11.967, -19.487)  -0.234
C (-5.004, 11.928, -18.733)  -0.890
N (-9.305, 10.048, -20.304)  -0.360
H (-9.317, 11.860, -17.978)  0.446
H (-10.294, 12.414, -19.376)  -0.012
H (-8.733, 13.183, -18.934)  0.490
H (-8.312, 11.731, -20.887)  -0.804
H (-6.682, 10.026, -19.792)  0.313
H (-7.210, 10.701, -18.239)  0.608
H (-4.387, 12.774, -19.037)  0.243
H (-4.322, 11.091, -18.882)  0.302
H (-5.227, 12.080, -17.677)  0.336
H (-10.040, 10.434, -20.879)  0.225
H (-8.728, 9.443, -20.871)  0.132
C (-9.244, 5.882, -26.235)  -1.158
C (-8.991, 5.324, -27.634)  0.347
C (-9.422, 6.405, -28.685)  -0.397
O (-10.827, 6.471, -29.018)  -0.316
C (-11.210, 7.646, -29.681)  -0.376
N (-7.618, 4.982, -27.758)  -0.781
H (-9.263, 5.067, -25.511)  0.515
H (-10.285, 6.201, -26.173)  0.081
H (-8.544, 6.648, -25.898)  0.234
H (-9.571, 4.404, -27.715)  0.434
H (-8.857, 6.252, -29.604)  0.352
H (-9.159, 7.395, -28.312)  -0.052
H (-10.483, 7.875, -30.460)  0.471
H (-11.215, 8.544, -29.063)  -0.112
H (-12.187, 7.536, -30.151)  0.215
H (-7.305, 4.340, -27.044)  0.297
H (-7.176, 5.872, -27.578)  0.279
C (-11.830, 9.692, -24.093)  -0.671
C (-11.195, 11.060, -23.877)  1.661
C (-11.944, 12.188, -24.680)  -0.050
O (-11.222, 13.358, -24.377)  1.112
C (-11.876, 14.532, -24.820)  -0.027
N (-11.219, 11.429, -22.468)  1.084
H (-11.263, 8.948, -23.534)  0.215
H (-11.836, 9.494, -25.165)  0.230
H (-12.857, 9.728, -23.728)  -0.546
H (-10.142, 11.119, -24.151)  -0.542
H (-12.935, 12.270, -24.232)  -0.630
H (-12.066, 11.976, -25.742)  -0.015
H (-11.357, 15.426, -24.474)  -0.211
H (-12.911, 14.695, -24.517)  -0.492
H (-11.859, 14.554, -25.909)  0.081
H (-12.089, 11.335, -21.965)  -0.110
H (-11.101, 12.428, -22.554)  -0.621
C (-14.118, 13.668, -28.972)  -1.154
C (-13.464, 12.330, -28.520)  2.198
C (-14.401, 11.544, -27.650)  -1.139
O (-14.900, 12.302, -26.482)  0.646
C (-15.635, 11.497, -25.546)  -0.304
N (-13.000, 11.675, -29.732)  -0.567
H (-15.134, 13.385, -29.248)  0.600
H (-13.834, 14.186, -29.888)  0.286
H (-14.126, 14.414, -28.177)  -0.218
H (-12.582, 12.502, -27.904)  -1.619
H (-13.861, 10.661, -27.308)  0.068
H (-15.184, 11.091, -28.259)  0.515
H (-14.940, 10.897, -24.960)  -0.356
H (-16.368, 10.927, -26.118)  0.470
H (-16.045, 12.163, -24.787)  -0.098
H (-12.628, 12.366, -30.368)  0.261
H (-13.791, 11.375, -30.284)  0.332
C (-8.434, 14.794, -21.785)  -1.794
C (-9.389, 16.009, -21.978)  1.612
C (-10.784, 15.699, -21.404)  -0.289
O (-11.740, 16.749, -21.735)  -0.164
C (-12.972, 16.652, -21.070)  -0.530
N (-8.693, 17.064, -21.264)  -0.759
H (-8.706, 13.873, -22.302)  0.104
H (-8.300, 14.539, -20.734)  0.366
H (-7.456, 15.063, -22.184)  0.467
H (-9.450, 16.144, -23.058)  -0.645
H (-10.793, 15.547, -20.325)  0.687
H (-11.200, 14.785, -21.826)  -0.436
H (-13.527, 15.779, -21.412)  0.077
H (-13.607, 17.515, -21.268)  0.171
H (-12.795, 16.591, -19.996)  0.366
H (-9.429, 17.755, -21.301)  0.441
H (-8.670, 16.721, -20.314)  0.381
C (-7.804, 13.741, -25.661)  -0.596
C (-7.615, 13.278, -27.073)  0.494
C (-8.857, 12.562, -27.593)  -0.482
O (-8.918, 11.293, -27.028)  -0.050
C (-9.685, 10.334, -27.765)  -0.638
N (-7.254, 14.423, -27.866)  -0.452
H (-8.552, 14.508, -25.460)  0.049
H (-6.834, 14.118, -25.337)  0.694
H (-8.175, 12.857, -25.142)  -0.474
H (-6.814, 12.546, -27.165)  -0.032
H (-8.848, 12.493, -28.681)  0.602
H (-9.780, 13.036, -27.258)  -0.198
H (-9.774, 9.391, -27.225)  0.035
H (-9.311, 10.076, -28.756)  0.565
H (-10.639, 10.829, -27.949)  0.150
H (-6.711, 15.086, -27.331)  0.201
H (-6.678, 14.172, -28.657)  0.249
C (-17.041, 7.380, -21.813)  -1.547
C (-15.705, 8.200, -21.860)  0.104
C (-14.502, 7.294, -22.175)  0.242
O (-14.655, 6.361, -23.299)  -0.434
C (-13.399, 5.710, -23.595)  -0.665
N (-15.878, 9.219, -22.900)  -0.200
H (-17.854, 8.104, -21.870)  0.455
H (-17.151, 6.771, -20.916)  0.392
H (-17.081, 6.713, -22.674)  0.288
H (-15.514, 8.744, -20.935)  0.106
H (-14.309, 6.724, -21.267)  0.460
H (-13.620, 7.904, -22.371)  -0.338
H (-12.505, 6.108, -23.114)  0.262
H (-13.160, 5.682, -24.658)  0.147
H (-13.566, 4.661, -23.350)  0.380
H (-15.868, 8.714, -23.774)  0.166
H (-16.809, 9.581, -22.753)  0.273

LUMO (Ha): 0.0173
E_tot (eV): -117948.6068
Relative energy (zero: lowest compared OMol25 entry of this formula, charge and spin) (kJ/mol): 530.8
Maximum force (eV/Å): 2.865
Frontier orbital gap (eV): 8.73